# 1
18
Properties=species:S:1:pos:R:3:mulliken_charge:R:1 method="wB97M-V/def2-TZVPD" charge=0 lumo_ev=0.490 fmax_ev_per_a=1.7 smiles="C=C.O.O.O.O" orbital_gap_ev=11.0 de_lowest_kcal_mol=37.24 energy_ha=-384.30161
C -0.0015 -1.3080 0.6326 -0.188
C 0.7088 -2.2695 0.0856 -0.348
H -1.0913 -1.3020 0.6950 0.333
H 0.2505 -0.2818 0.8508 -0.293
H 0.2409 -3.1234 -0.3927 0.254
H 1.7815 -2.3248 -0.0713 0.226
O 1.7558 1.1421 -0.3215 -0.580
H 2.0150 1.2029 0.6051 0.303
H 2.3152 1.7892 -0.7650 0.274
O -0.6943 0.1913 -2.4781 -0.625
H -0.5709 -0.2826 -1.6417 0.327
H -1.1088 -0.4957 -3.0136 0.294
O -0.8906 1.7880 -0.1909 -0.561
H -1.6807 1.3896 -0.5583 0.303
H -0.2585 1.9785 -0.8905 0.295
O -1.1203 0.8545 2.6893 -0.658
H -0.6574 1.1278 1.8920 0.300
H -0.9934 -0.0760 2.8732 0.343



# 2
128
Properties=species:S:1:pos:R:3:lowdin_spin:R:1 method="wB97M-V/def2-TZVPD" charge=-1 lumo_ev="2.408 / 2.405" multiplicity=2 fmax_ev_per_a=2.6 orbital_gap_ev="5.7 / 6.6" s2=0.756 energy_ha=-8722.14651
Ti -0.7196 -0.2332 0.8119 0.824
O -0.0685 -1.8048 1.3517 -0.010
C 0.8309 -2.3537 2.2483 0.000
C 1.8681 -1.2790 2.6751 0.003
C 1.3137 0.0616 3.0614 0.027
C 1.8330 0.6535 4.2031 -0.005
C 1.3897 1.8891 4.6284 0.029
C 0.4586 2.5287 3.8274 -0.004
C -0.0020 1.9207 2.6797 0.025
C -0.9473 2.6447 1.7740 0.006
C -2.3502 1.9906 1.7874 0.006
O -2.2052 0.6688 1.4140 0.027
C -3.2929 2.7903 0.8566 0.002
C -4.2649 2.1232 0.1240 0.000
C -5.1660 2.8218 -0.6662 0.000
C -5.1238 4.2059 -0.7258 0.000
C -4.1742 4.8844 0.0242 0.000
C -3.2722 4.1832 0.8079 0.000
C -3.1097 2.0975 3.1218 0.000
C -2.9282 3.1253 4.0388 0.000
C -3.7437 3.2295 5.1581 0.000
C -4.7693 2.3223 5.3687 0.000
C -4.9688 1.2991 4.4510 0.000
C -4.1431 1.1899 3.3458 0.000
N 0.3727 0.6704 2.2917 0.000
C 1.6383 -3.5096 1.6430 0.000
C 1.4995 -3.8726 0.3125 0.000
C 2.1986 -4.9587 -0.1997 0.000
C 3.0545 -5.6872 0.6105 0.000
C 3.2231 -5.3100 1.9365 0.000
C 2.5226 -4.2300 2.4458 0.000
C 0.0449 -2.9425 3.4450 0.000
C -0.2336 -2.2105 4.5955 0.000
C -0.9673 -2.7634 5.6369 0.000
C -1.4483 -4.0582 5.5450 0.000
C -1.1985 -4.7932 4.3954 0.000
C -0.4630 -4.2399 3.3598 0.000
H 2.4613 -1.6667 3.5026 0.000
H 2.5420 -1.1323 1.8295 0.001
H 2.5875 0.1192 4.7641 -0.001
H 1.7768 2.3478 5.5276 0.002
H 0.1127 3.5210 4.0812 -0.001
H -0.9677 3.6989 2.0379 0.001
H -0.5927 2.5293 0.7431 0.001
H -4.3029 1.0442 0.1685 0.000
H -5.9023 2.2719 -1.2385 0.000
H -5.8287 4.7520 -1.3406 0.000
H -4.1325 5.9669 -0.0016 0.000
H -2.5497 4.7475 1.3832 0.000
H -2.1527 3.8669 3.8945 0.000
H -3.5845 4.0353 5.8648 0.000
H -5.4165 2.4189 6.2316 0.000
H -5.7803 0.5945 4.5869 0.000
H -4.2938 0.4020 2.6199 0.000
H 0.8364 -3.2979 -0.3187 0.000
H 2.0698 -5.2407 -1.2381 0.000
H 3.5958 -6.5384 0.2151 0.000
H 3.8917 -5.8682 2.5806 0.000
H 2.6482 -3.9562 3.4867 0.000
H 0.1217 -1.1975 4.6880 0.000
H -1.1616 -2.1699 6.5220 0.000
H -2.0097 -4.4926 6.3629 0.000
H -1.5742 -5.8053 4.3068 0.000
H -0.2800 -4.8312 2.4712 0.000
C -1.5612 3.2843 -1.9045 0.000
N -0.3801 2.4779 -1.6112 0.001
C 0.7876 3.3363 -1.4919 0.000
C -0.2621 1.4480 -2.6083 0.002
C 0.3679 1.6911 -3.8218 0.000
C 0.3677 0.7496 -4.8381 0.002
C -0.2838 -0.4581 -4.6390 0.000
C -0.9033 -0.7138 -3.4304 0.002
C -0.8993 0.2139 -2.3778 0.000
N -1.5049 -0.1181 -1.1563 0.015
C -2.8278 -0.4806 -1.2789 0.003
C -3.6641 0.0400 -2.2900 0.001
C -5.0152 -0.2467 -2.3398 0.000
C -5.5994 -1.0627 -1.3834 0.000
C -4.7912 -1.6259 -0.4025 0.000
C -3.4323 -1.3602 -0.3517 0.000
N -2.5458 -2.0519 0.5404 0.014
C -3.1390 -2.4412 1.8086 0.001
C -2.0192 -3.2161 -0.1737 0.002
H -1.4827 3.7757 -2.8878 0.000
H -2.4519 2.6548 -1.8949 0.000
H -1.6760 4.0578 -1.1440 0.000
H 0.8965 4.0481 -2.3261 0.000
H 0.7245 3.9099 -0.5645 0.000
H 1.6770 2.7215 -1.4507 0.000
H 0.8655 2.6409 -3.9769 0.000
H 0.8581 0.9649 -5.7799 0.000
H -0.2994 -1.2098 -5.4199 0.000
H -1.4043 -1.6613 -3.2678 0.000
H -3.2313 0.7016 -3.0289 0.000
H -5.6167 0.1871 -3.1311 0.000
H -6.6577 -1.2896 -1.4176 0.000
H -5.2401 -2.2926 0.3241 0.000
H -3.8564 -3.2692 1.7066 0.001
H -2.3480 -2.7569 2.4846 0.000
H -3.6402 -1.5825 2.2514 0.000
H -1.4136 -3.8189 0.5018 0.000
H -1.3931 -2.8763 -1.0002 0.000
H -2.8344 -3.8365 -0.5732 0.001
Se 3.7483 1.8633 1.3174 0.003
P 3.5639 0.4764 -0.2945 0.001
Se 1.6302 -0.4713 -0.6762 0.013
C 4.8346 -0.8397 -0.1062 0.000
C 4.5692 -2.1566 -0.4632 0.000
C 5.5386 -3.1337 -0.2901 0.000
C 6.7803 -2.7991 0.2290 0.000
C 7.0587 -1.4781 0.5544 0.000
C 6.0903 -0.5013 0.3909 0.000
C 4.1216 1.2496 -1.8683 0.000
C 3.8431 0.6034 -3.0707 0.001
C 4.2487 1.1637 -4.2701 0.000
C 4.9344 2.3711 -4.2789 0.000
C 5.2206 3.0107 -3.0812 0.000
C 4.8143 2.4534 -1.8771 0.000
H 3.5931 -2.4063 -0.8580 0.000
H 5.3174 -4.1587 -0.5570 0.000
H 7.5293 -3.5664 0.3842 0.000
H 8.0356 -1.2098 0.9383 0.000
H 6.2937 0.5261 0.6667 0.000
H 3.2777 -0.3205 -3.0461 0.001
H 4.0232 0.6583 -5.2013 0.000
H 5.2378 2.8174 -5.2182 0.000
H 5.7619 3.9492 -3.0815 0.000
H 5.0111 2.9593 -0.9397 0.000



# 3
19
Properties=species:S:1:pos:R:3:mulliken_charge:R:1 method="wB97M-V/def2-TZVPD" charge=0 lumo_ev=0.982 fmax_ev_per_a=0.5 smiles="C=CCCC=O.C" orbital_gap_ev=10.6 de_lowest_kcal_mol=31.50 energy_ha=-311.00907
C 1.0828 1.3434 -1.3141 -0.825
C 0.2108 1.4248 -0.3140 -0.025
C -1.2829 1.2865 -0.4669 -0.693
C -1.7806 -0.1486 -0.2516 -0.527
C -1.3122 -0.8018 1.0244 -0.040
O -0.7822 -0.2230 1.9437 -0.475
H 2.1526 1.4179 -1.1361 0.322
H 0.7682 1.1823 -2.3441 0.245
H 0.5734 1.5606 0.7023 0.342
H -1.7871 1.9529 0.2416 0.283
H -1.5819 1.6008 -1.4741 0.358
H -1.4857 -0.7965 -1.0886 0.295
H -2.8813 -0.1783 -0.2307 0.346
H -1.4968 -1.8968 1.0819 0.380
C 1.9576 -1.6353 0.1189 -0.869
H 1.7641 -1.1311 1.0690 0.226
H 2.2437 -2.6741 0.2995 0.315
H 2.7599 -1.1174 -0.4121 0.250
H 1.0532 -1.5995 -0.4940 0.093



# 4
17
Properties=species:S:1:pos:R:3:mulliken_charge:R:1 method="wB97M-V/def2-TZVPD" charge=0 lumo_ev=-0.902 fmax_ev_per_a=3.6 smiles=CC(C)(C)N(Cl)C#N orbital_gap_ev=8.7 de_lowest_kcal_mol=68.32 energy_ha=-765.52120
C -0.0696 1.2643 -1.0432 -1.555
C 0.0441 0.1679 0.0417 1.677
C -1.0744 -0.8974 -0.0317 -1.398
C -0.0608 0.8109 1.4039 -2.180
N 1.2847 -0.6341 -0.0622 -0.267
Cl 2.0658 -1.1964 1.5312 -0.063
C 1.5049 -1.4332 -1.0724 0.540
N 1.4928 -2.2921 -1.8304 -0.462
H 0.6258 2.0499 -1.0782 0.445
H -0.2907 0.7587 -1.9810 0.381
H -1.0557 1.9247 -1.0145 0.325
H -1.3098 -1.1886 -1.0915 0.373
H -2.0101 -0.5438 0.5205 0.340
H -0.7321 -1.7833 0.5022 0.372
H -0.3735 0.1496 2.2042 0.481
H 0.8082 1.2840 1.7614 0.534
H -0.8495 1.5589 1.2400 0.456



# 5
20
Properties=species:S:1:pos:R:3:lowdin_spin:R:1 method="wB97M-V/def2-TZVPD" charge=+1 lumo_ev="-3.018 / -8.086" multiplicity=2 fmax_ev_per_a=4.3 orbital_gap_ev="9.9 / 4.8" s2=0.754 de_lowest_kcal_mol=31.49 energy_ha=-650.88306
C 0.4599 0.7906 -1.1851 0.064
N 0.6415 0.8271 0.3047 0.676
C -0.2504 -0.0072 1.1053 0.076
C -0.2183 0.4026 2.5659 0.016
S -0.9710 2.0649 3.2732 0.014
C 0.8331 -0.5498 -1.8071 0.068
C -0.3812 -1.4669 -2.0031 0.011
H -0.6090 0.9340 -1.3284 0.001
H 1.1698 1.5151 -1.7231 0.011
H 1.6035 0.6053 0.4578 0.018
H 0.1080 -0.9763 1.0380 0.033
H -1.3022 -0.0073 0.7176 0.000
H -0.6937 -0.3556 3.1420 -0.001
H 0.8997 0.4788 2.8276 0.000
H -2.1658 2.0787 2.6557 0.001
H 1.6370 -1.0654 -1.2871 0.000
H 1.2829 -0.2690 -2.7263 0.006
H -0.5682 -1.8637 -0.9755 0.001
H -1.2582 -0.8480 -2.2576 0.000
H -0.2176 -2.2879 -2.7944 0.006



# 6
12
Properties=species:S:1:pos:R:3:mulliken_charge:R:1 method="wB97M-V/def2-TZVPD" charge=+1 lumo_ev=-6.204 fmax_ev_per_a=5.1 orbital_gap_ev=9.1 de_lowest_kcal_mol=62.77 energy_ha=-390.06233
C 1.5888 -0.6306 0.8939 -0.166
N 0.9281 0.4051 0.9143 -0.166
C -0.2065 1.0175 0.9561 0.085
N -1.0453 1.3438 -0.0174 -0.345
C -1.4345 0.7641 -1.0877 0.185
N -1.0806 -0.4098 -1.5817 -0.613
N -0.4191 -1.2892 -1.1657 1.262
N 0.2191 -2.1056 -0.7233 -0.661
H 2.6484 -0.4780 0.9776 0.318
H 1.2124 -1.5758 0.6862 0.363
H -0.4775 1.4151 1.9100 0.378
H -1.9332 1.5434 -1.7624 0.359